No. 1
C41H72AlBrCl3FN5O19S as an isolated structure, computed with ωB97M-V/def2-TZVPD.

Positions of all 144 atoms, in Å:
1 C 5.119 -0.868 0.643
2 C 4.454 -0.103 -0.510
3 O 3.864 1.068 0.020
4 C 2.521 0.827 0.343
5 C 1.959 1.976 1.149
6 O 0.546 1.747 1.228
7 C -0.206 2.921 1.168
8 C 0.118 3.771 2.446
9 O -0.138 3.448 -0.189
10 C -0.739 2.441 -0.916
11 O -0.608 2.334 -2.116
12 O -1.529 1.678 -0.150
13 C -1.658 2.383 1.128
14 C -2.681 3.513 0.861
15 N -3.657 3.031 -0.161
16 C -3.976 4.128 -1.026
17 O -1.787 1.636 2.251
18 C -2.982 0.864 2.329
19 C -2.839 -0.535 1.642
20 C -2.733 -1.670 2.688
21 C -4.079 -0.750 0.744
22 C -3.846 -1.573 -0.548
23 C -5.036 -1.248 -1.492
24 C -2.571 -1.214 -1.319
25 H 5.965 -0.284 0.997
26 H 4.397 -1.084 1.427
27 H 5.551 -1.791 0.255
28 H 3.741 -0.713 -1.063
29 H 5.256 0.191 -1.192
30 H 2.464 -0.109 0.917
31 H 1.919 0.658 -0.566
32 H 2.233 2.927 0.693
33 H 2.373 1.884 2.155
34 H 1.099 4.233 2.494
35 H -0.665 4.474 2.717
36 H 0.132 3.016 3.365
37 H -2.192 4.430 0.544
38 H -3.235 3.708 1.780
39 H -4.475 2.727 0.352
40 H -4.214 5.047 -0.476
41 H -3.061 4.367 -1.643
42 H -4.805 3.823 -1.694
43 H -3.872 1.409 2.001
44 H -3.135 0.665 3.389
45 H -1.900 -0.487 1.096
46 H -2.951 -1.337 3.704
47 H -1.703 -2.027 2.705
48 H -3.407 -2.502 2.484
49 H -4.593 0.172 0.464
50 H -4.796 -1.323 1.341
51 H -3.934 -2.644 -0.353
52 H -4.825 -1.535 -2.524
53 H -5.969 -1.670 -1.121
54 H -5.159 -0.158 -1.516
55 H -2.558 -1.831 -2.223
56 H -2.551 -0.155 -1.569
57 H -1.702 -1.525 -0.738
58 C -1.904 -4.547 -9.706
59 O -0.574 -4.302 -9.255
60 C -0.392 -3.215 -8.377
61 C -0.220 -3.713 -6.956
62 N -1.489 -4.329 -6.430
63 C -2.641 -3.409 -6.123
64 C -2.355 -2.557 -4.903
65 O -2.337 -3.359 -3.751
66 C -1.042 -3.723 -3.271
67 H -1.873 -4.754 -10.773
68 H -2.303 -5.436 -9.204
69 H -2.570 -3.700 -9.525
70 H -1.190 -2.473 -8.473
71 H 0.536 -2.718 -8.664
72 H 0.085 -2.923 -6.273
73 H 0.519 -4.512 -6.931
74 H -1.284 -4.860 -5.580
75 H -1.788 -5.035 -7.107
76 H -3.494 -4.058 -5.935
77 H -2.846 -2.808 -7.007
78 H -3.180 -1.850 -4.791
79 H -1.442 -1.962 -5.003
80 H -0.251 -3.102 -3.695
81 H -0.849 -4.775 -3.516
82 H -1.030 -3.625 -2.187
83 Br 0.543 5.575 0.790
84 C -1.144 -5.811 1.411
85 C -0.199 -6.434 2.121
86 C 0.984 -5.702 2.679
87 O 1.797 -6.329 3.330
88 C 1.096 -4.278 2.407
89 C 0.151 -3.652 1.694
90 C -1.042 -4.384 1.158
91 O -1.874 -3.754 0.526
92 O 0.220 -2.351 1.421
93 O -0.243 -7.743 2.387
94 H -2.002 -6.328 1.007
95 H 1.961 -3.760 2.799
96 H -0.579 -2.146 0.900
97 H 0.560 -7.931 2.912
98 C -3.308 -5.852 4.312
99 O -2.788 -4.973 3.643
100 N -2.650 -6.990 4.680
101 N -4.601 -5.765 4.748
102 H -3.064 -7.718 5.229
103 H -1.700 -7.092 4.377
104 H -5.114 -4.942 4.497
105 H -5.051 -6.471 5.299
106 C 3.445 -3.735 -1.995
107 Cl 2.919 -3.768 -0.320
108 Cl 2.096 -3.190 -3.020
109 Cl 4.837 -2.688 -2.189
110 H 3.717 -4.737 -2.301
111 C 8.692 1.566 2.095
112 C 8.712 0.177 2.381
113 C 9.212 -0.179 3.790
114 O 9.224 -1.320 4.209
115 C 9.691 0.905 4.631
116 C 9.669 2.263 4.334
117 C 9.082 2.627 2.972
118 O 8.963 3.805 2.610
119 O 10.082 3.203 5.055
120 O 8.372 -0.722 1.624
121 H 8.347 1.901 1.123
122 H 10.092 0.579 5.584
123 Al -3.233 3.577 -3.309
124 F 0.487 3.270 5.004
125 N 11.732 4.224 3.000
126 H 11.271 3.945 3.890
127 H 12.016 3.388 2.493
128 H 11.049 4.747 2.446
129 H 12.547 4.803 3.194
130 C -3.584 9.666 2.342
131 C -3.625 9.702 0.808
132 C -3.285 8.291 0.310
133 S -3.812 7.164 1.607
134 O -2.649 6.517 2.147
135 O -4.955 6.396 1.145
136 C -4.360 8.418 2.753
137 H -4.016 10.564 2.778
138 H -2.549 9.589 2.681
139 H -4.628 9.978 0.477
140 H -2.932 10.437 0.403
141 H -3.811 8.047 -0.611
142 H -2.212 8.159 0.172
143 H -4.156 8.096 3.771
144 H -5.432 8.553 2.609

Summary:
- Kohn-Sham gap: 1.5 eV
- LUMO: -5.2 eV
- F_max: 3.46 eV/A
- Total charge: +1

=====

No. 2
C14H40B3MgO6S2 as an isolated structure, computed with ωB97M-V/def2-TZVPD.

Positions of all 66 atoms, in Å:
1 Mg 1.524 -0.077 1.603
2 B 1.624 0.703 3.536
3 H 0.679 1.086 3.049
4 H 1.412 -0.402 3.483
5 H 2.495 0.901 2.851
6 H 1.761 1.067 4.622
7 B -0.309 -0.823 0.907
8 H -0.158 -1.397 1.871
9 H -1.318 -1.097 0.417
10 H -0.233 0.283 1.081
11 H 0.608 -1.116 0.317
12 B 2.640 1.113 0.248
13 H 3.441 1.725 0.817
14 H 1.647 1.451 0.660
15 H 2.777 1.487 -0.837
16 H 2.654 -0.004 0.343
17 C -2.475 -3.225 -1.856
18 C -3.891 -2.979 -1.426
19 O -4.730 -3.803 -1.702
20 C -4.182 -1.583 -0.932
21 H -2.505 -3.648 -2.869
22 H -1.899 -3.961 -1.299
23 H -1.878 -2.333 -2.058
24 H -5.150 -1.532 -0.440
25 H -4.229 -0.947 -1.822
26 H -3.347 -1.211 -0.338
27 C -2.772 2.126 2.165
28 C -4.180 1.588 2.250
29 O -4.438 0.412 2.286
30 C -5.286 2.623 2.410
31 H -2.512 2.835 2.955
32 H -2.763 2.772 1.280
33 H -2.020 1.342 2.186
34 H -5.443 3.096 1.438
35 H -5.196 3.300 3.251
36 H -6.160 1.974 2.521
37 C -0.566 1.397 -2.873
38 C -1.258 2.026 -1.605
39 C -0.893 3.495 -1.681
40 S 0.801 3.677 -2.288
41 O 1.622 3.582 -1.093
42 O 0.898 4.726 -3.280
43 C 0.794 2.005 -3.044
44 H -1.276 1.513 -3.694
45 H -0.531 0.326 -2.671
46 H -0.786 1.596 -0.711
47 H -2.314 1.879 -1.379
48 H -1.190 4.168 -0.879
49 H -1.581 3.805 -2.486
50 H 1.622 1.406 -2.675
51 H 0.971 2.132 -4.116
52 C 3.571 -2.272 -1.113
53 C 4.950 -2.114 -0.449
54 C 4.891 -2.634 0.979
55 S 3.165 -2.955 1.389
56 O 2.615 -1.716 1.919
57 O 3.128 -4.235 2.034
58 C 2.603 -3.133 -0.288
59 H 3.621 -2.525 -2.174
60 H 3.055 -1.310 -1.185
61 H 5.195 -1.059 -0.572
62 H 5.748 -2.625 -0.991
63 H 5.373 -2.060 1.768
64 H 5.308 -3.637 1.083
65 H 1.525 -3.014 -0.363
66 H 2.750 -4.190 -0.535

Summary:
- Kohn-Sham gap: 8.4 eV
- LUMO: 2.2 eV
- F_max: 2.89 eV/A
- Total charge: -1

=====

No. 3
A 2-piece molecular cluster, F2HOPS overall, computed with ωB97M-V/def2-TZVPD.

Positions of all 6 atoms, in Å:
1 O -0.709 -0.452 -0.439
2 F -0.816 1.369 1.222
3 F -0.294 1.873 -0.986
4 P 0.244 0.867 0.116
5 S 2.077 -2.275 0.259
6 H -0.503 -1.383 -0.171

Summary:
- Kohn-Sham gap (alpha / beta): 7.3 / 7.3 eV
- LUMO (alpha / beta): -3.4 / -3.4 eV
- F_max: 3.52 eV/A
- Total charge: 0
- Energy relative to the best compared isomer or geometry (same formula, charge and spin): 394.1 kJ/mol

=====

No. 4
A 2-piece molecular cluster, C5H9BrO overall, computed with ωB97M-V/def2-TZVPD.

Positions of all 16 atoms, in Å:
1 C -0.526 -2.131 -2.325
2 C -1.681 -0.050 -0.632
3 C -1.037 0.421 0.418
4 C -0.911 -0.234 1.791
5 C -0.171 1.655 0.205
6 O 0.004 -1.043 -2.333
7 Br -2.586 -1.795 -0.533
8 H -1.321 -2.458 -3.071
9 H -0.268 -2.872 -1.541
10 H -1.548 0.399 -1.693
11 H -0.041 -1.033 1.711
12 H -1.812 -0.804 1.993
13 H -0.726 0.500 2.604
14 H -0.107 1.920 -0.819
15 H 0.868 1.448 0.489
16 H -0.491 2.579 0.664

Summary:
- Kohn-Sham gap (alpha / beta): 6.7 / 6.8 eV
- LUMO (alpha / beta): 0.8 / -2.3 eV
- F_max: 6.53 eV/A
- Spin multiplicity: 3
- Total charge: 0
- Energy relative to the best compared isomer or geometry (same formula, charge and spin): 71.2 kJ/mol

=====

No. 5
An isolated molecule of C2H5NO2S, computed with ωB97M-V/def2-TZVPD.

Positions of all 11 atoms, in Å:
1 C -0.908 1.313 0.772
2 N 0.113 0.958 -0.131
3 S 0.909 -0.355 -0.041
4 O 0.924 -1.214 1.097
5 C 1.357 -1.200 -1.539
6 O 2.289 -0.239 -0.844
7 H -0.375 1.612 1.741
8 H -1.470 2.234 0.295
9 H -1.770 0.637 0.942
10 H 1.183 -0.815 -2.517
11 H 1.768 -2.318 -1.379

Summary:
- Kohn-Sham gap: 10.3 eV
- LUMO: 0.8 eV
- F_max: 3.78 eV/A
- Total charge: 0
- Energy relative to the best compared isomer or geometry (same formula, charge and spin): 436.5 kJ/mol

=====

No. 6
C20H20Cl15N3 as an isolated structure, computed with ωB97M-V/def2-TZVPD.

Positions of all 58 atoms, in Å:
1 N -0.400 1.952 -0.589
2 C 0.862 1.475 -0.280
3 C 1.067 0.135 0.061
4 C -0.019 -0.756 -0.148
5 C -1.274 -0.260 -0.557
6 C -1.411 1.088 -0.753
7 H 1.637 2.224 -0.211
8 H 2.021 -0.238 0.403
9 H 0.073 -1.817 0.030
10 H -2.081 -0.966 -0.679
11 H -2.343 1.599 -0.944
12 N -1.890 -4.215 1.088
13 C -2.282 -3.164 0.279
14 C -3.616 -2.710 0.207
15 C -4.564 -3.394 0.906
16 C -4.215 -4.485 1.725
17 C -2.889 -4.878 1.747
18 H -1.518 -2.770 -0.375
19 H -3.873 -1.892 -0.449
20 H -5.603 -3.099 0.877
21 H -5.036 -4.865 2.315
22 H -2.448 -5.661 2.346
23 N 1.650 4.901 4.043
24 C 1.172 3.644 3.909
25 C 0.947 3.134 2.639
26 C 1.039 3.941 1.491
27 C 1.391 5.311 1.681
28 C 1.747 5.732 2.954
29 H 1.042 3.046 4.799
30 H 0.604 2.117 2.522
31 H 0.719 3.603 0.517
32 H 1.399 6.016 0.862
33 H 2.117 6.729 3.139
34 C 3.822 2.050 0.184
35 Cl 3.513 0.264 0.051
36 Cl 3.166 2.746 1.595
37 Cl 3.337 2.895 -1.240
38 H 4.907 2.138 0.241
39 C 0.278 -4.308 0.864
40 Cl 0.123 -5.682 1.958
41 Cl 1.847 -4.382 -0.032
42 Cl 0.051 -2.747 1.657
43 H -0.500 -4.334 0.100
44 C -2.777 0.543 -3.509
45 Cl -1.935 0.227 -5.113
46 Cl -2.126 2.022 -2.872
47 Cl -2.799 -0.797 -2.371
48 H -3.838 0.749 -3.649
49 C 3.224 -1.620 -1.549
50 Cl 3.190 -2.324 0.107
51 Cl 1.995 -2.446 -2.495
52 Cl 4.829 -1.729 -2.271
53 H 2.879 -0.588 -1.487
54 C 0.478 1.187 -3.048
55 Cl 0.408 -0.566 -3.095
56 Cl 0.267 1.835 -4.698
57 Cl 1.990 1.792 -2.403
58 H -0.357 1.598 -2.481

Summary:
- Kohn-Sham gap: 8.7 eV
- LUMO: 0.0 eV
- F_max: 9.15 eV/A
- Total charge: 0
- Energy relative to the best compared isomer or geometry (same formula, charge and spin): 1681.1 kJ/mol

=====

No. 7
A 8-piece molecular cluster, C18H52O8 overall, computed with ωB97M-V/def2-TZVPD.

Positions of all 78 atoms, in Å:
1 C -2.924 -0.125 2.571
2 C -1.829 0.685 3.210
3 C -0.561 -0.218 3.337
4 O -1.504 1.740 2.595
5 H -3.102 -1.121 3.061
6 H -2.781 -0.236 1.548
7 H -3.790 0.491 2.723
8 H -2.105 0.802 4.200
9 H 0.206 0.127 4.000
10 H 0.014 -0.396 2.419
11 H -0.811 -1.209 3.699
12 H -2.339 2.224 2.458
13 C -0.561 -3.490 -1.170
14 C -0.838 -2.023 -1.156
15 C -1.587 -1.458 -2.342
16 O -1.379 -1.536 -0.109
17 H -1.455 -4.050 -1.117
18 H 0.170 -3.658 -0.331
19 H 0.012 -3.643 -2.086
20 H 0.123 -1.534 -1.289
21 H -1.464 -0.437 -2.313
22 H -2.665 -1.676 -2.320
23 H -1.137 -1.855 -3.275
24 H -1.090 -0.611 -0.104
25 C 1.689 0.811 0.709
26 C 0.533 1.424 -0.030
27 C 0.712 1.346 -1.513
28 O -0.614 1.027 0.196
29 H 2.645 1.218 0.409
30 H 1.513 -0.287 0.655
31 H 1.619 1.195 1.746
32 H 0.442 2.472 0.201
33 H -0.178 1.624 -2.079
34 H 0.902 0.348 -1.895
35 H 1.492 1.976 -1.827
36 H -0.836 1.216 1.107
37 C 3.249 0.220 4.074
38 C 2.871 -1.079 4.754
39 C 4.127 -1.910 5.025
40 O 2.334 -0.930 5.850
41 H 3.812 0.831 4.771
42 H 2.335 0.843 3.738
43 H 3.862 0.100 3.205
44 H 2.152 -1.596 4.097
45 H 4.521 -2.292 4.131
46 H 3.820 -2.787 5.563
47 H 4.932 -1.321 5.470
48 H 1.853 -1.744 6.042
49 C 2.767 -2.227 -1.679
50 C 2.247 -1.984 -3.111
51 C 2.968 -0.766 -3.821
52 O 2.205 -2.944 -3.835
53 H 2.199 -2.885 -1.062
54 H 2.682 -1.323 -1.104
55 H 3.811 -2.495 -1.671
56 H 1.168 -1.733 -3.034
57 H 2.704 -0.619 -4.883
58 H 4.027 -0.797 -3.683
59 H 2.625 0.222 -3.384
60 H 1.314 -3.082 -4.222
61 C -1.670 2.098 -4.502
62 O -2.803 1.924 -3.705
63 H -1.339 3.153 -4.462
64 H -1.801 1.793 -5.564
65 H -0.863 1.416 -4.103
66 H -3.584 2.125 -4.217
67 C -2.072 4.252 -0.382
68 O -1.974 4.122 -1.857
69 H -1.064 4.388 0.059
70 H -2.430 3.345 0.001
71 H -2.759 5.060 -0.129
72 H -1.811 3.196 -2.135
73 C -3.659 0.756 -0.703
74 O -4.694 1.025 -1.645
75 H -2.724 0.890 -1.205
76 H -3.611 -0.236 -0.356
77 H -3.620 1.478 0.110
78 H -4.614 0.380 -2.359

Summary:
- Kohn-Sham gap: 9.8 eV
- LUMO: 0.5 eV
- F_max: 14.54 eV/A
- Total charge: 0
- Energy relative to the best compared isomer or geometry (same formula, charge and spin): 830.2 kJ/mol

=====

No. 8
C27H32N3O2S2Tc as an isolated structure, computed with ωB97M-V/def2-TZVPD.

Positions of all 67 atoms, in Å:
1 Tc -0.661 0.037 -0.259
2 O -0.493 -1.109 1.582
3 N -1.487 -1.884 1.983
4 C -1.307 -2.563 3.141
5 C -2.262 -3.403 3.636
6 C -3.454 -3.555 2.920
7 C -3.624 -2.859 1.754
8 C -2.630 -1.994 1.252
9 S -2.813 -1.109 -0.199
10 H -0.352 -2.384 3.612
11 H -2.080 -3.926 4.564
12 H -4.231 -4.216 3.283
13 H -4.531 -2.946 1.171
14 C 1.155 -2.956 -0.113
15 C 0.660 -2.694 -1.504
16 C 0.904 -3.687 -2.485
17 C 0.517 -3.486 -3.769
18 C -0.109 -2.272 -4.124
19 C -0.486 -1.999 -5.455
20 C -1.066 -0.801 -5.760
21 C -1.286 0.153 -4.753
22 C -0.941 -0.076 -3.435
23 S -1.217 1.167 -2.240
24 C -0.337 -1.324 -3.095
25 N 0.034 -1.569 -1.785
26 H 2.049 -3.580 -0.153
27 H 0.397 -3.497 0.461
28 H 1.376 -2.031 0.407
29 H 1.411 -4.597 -2.190
30 H 0.699 -4.232 -4.535
31 H -0.301 -2.750 -6.217
32 H -1.357 -0.582 -6.781
33 H -1.739 1.107 -4.998
34 C 2.899 2.110 2.591
35 N 1.532 2.674 2.444
36 C 1.403 3.409 1.143
37 C 0.503 1.557 2.571
38 C -0.858 2.046 2.179
39 C -1.469 3.002 3.000
40 C -2.661 3.595 2.627
41 C -3.232 3.216 1.414
42 C -2.621 2.255 0.619
43 C -1.413 1.614 0.967
44 H 3.625 2.914 2.688
45 H 3.106 1.522 1.699
46 H 2.934 1.469 3.468
47 H 1.354 3.334 3.194
48 H 1.343 2.656 0.361
49 H 2.268 4.059 1.022
50 H 0.484 3.988 1.150
51 H 0.554 1.211 3.604
52 H 0.831 0.775 1.896
53 H -1.005 3.283 3.949
54 H -3.137 4.332 3.264
55 H -4.166 3.666 1.094
56 H -3.109 1.977 -0.309
57 C 3.555 0.144 -0.635
58 C 2.219 0.683 -1.142
59 C 2.405 2.093 -1.698
60 O 1.283 0.637 -0.085
61 H 4.264 0.005 -1.458
62 H 3.402 -0.819 -0.140
63 H 3.998 0.844 0.084
64 H 1.905 0.038 -1.971
65 H 2.865 2.742 -0.943
66 H 1.444 2.510 -1.988
67 H 3.059 2.076 -2.575

Summary:
- Kohn-Sham gap (alpha / beta): 6.3 / 6.4 eV
- LUMO (alpha / beta): 0.2 / 0.1 eV
- F_max: 0.35 eV/A
- Spin multiplicity: 3
- Total charge: 0
- Energy relative to the best compared isomer or geometry (same formula, charge and spin): 0.0 kJ/mol